{
  "formula": "C13H19Cl16NO3PS",
  "method": "the ωB97M-V functional and the def2-TZVPD basis",
  "lumo_energy_ev": [0.11, 0.04],
  "gap_ev": [8.80, 9.24],
  "multiplicity": 2,
  "s_squared": 0.754,
  "largest_force_ev_per_a": 1.706,
  "homo_ev": [-8.68, -9.20],
  "species": ["C", "C", "C", "C", "C", "S", "P", "O", "O", "C", "C", "C", "C", "N", "O", "H", "H", "H", "H", "H", "H", "H", "H", "H", "H", "H", "H", "H", "H", "H", "H", "H", "H", "H", "C", "Cl", "Cl", "Cl", "Cl", "C", "Cl", "Cl", "Cl", "Cl", "C", "Cl", "Cl", "Cl", "Cl", "C", "Cl", "Cl", "Cl", "Cl"],
  "positions_angstrom": [[0.191, 2.626, 2.149], [1.082, 1.354, 2.239], [1.033, 0.690, 0.868], [2.541, 1.740, 2.540], [2.881, 2.012, 4.002], [2.246, 3.596, 4.631], [4.758, 2.237, 4.078], [5.243, 0.744, 3.642], [4.952, 2.245, 5.702], [2.426, 0.832, 4.905], [1.415, -0.157, 4.286], [0.547, -0.706, 5.441], [2.125, -1.344, 3.607], [0.494, 0.500, 3.318], [-0.401, -0.314, 2.902], [-0.234, 2.846, 3.127], [0.753, 3.483, 1.789], [-0.654, 2.412, 1.495], [1.751, -0.124, 0.762], [1.317, 1.451, 0.135], [0.030, 0.362, 0.609], [3.209, 0.966, 2.153], [2.756, 2.638, 1.957], [0.997, 3.210, 4.910], [4.822, 0.017, 4.113], [4.126, 2.316, 6.187], [2.046, 1.222, 5.849], [3.289, 0.220, 5.175], [0.185, -1.709, 5.238], [1.086, -0.660, 6.386], [-0.333, -0.067, 5.539], [1.423, -2.171, 3.513], [2.484, -1.114, 2.605], [2.942, -1.697, 4.239], [0.030, -1.311, -2.971], [0.249, -1.960, -1.341], [1.238, -2.017, -4.049], [-1.585, -1.699, -3.552], [0.230, 0.445, -2.934], [-3.445, -0.085, -7.258], [-4.486, -1.066, -6.220], [-3.187, -0.928, -8.791], [-4.219, 1.471, -7.567], [-1.898, 0.169, -6.453], [-4.348, -2.394, -13.138], [-5.354, -1.296, -14.084], [-5.276, -3.838, -12.725], [-2.929, -2.856, -14.082], [-3.833, -1.583, -11.653], [-4.942, -2.142, -0.651], [-3.191, -2.341, -0.696], [-5.335, -0.478, -0.213], [-5.609, -2.502, -2.250], [-5.641, -3.246, 0.537]]
}

{
  "formula": "C13H19Cl2FeN3O4",
  "method": "the ωB97M-V functional and the def2-TZVPD basis",
  "lumo_energy_ev": [-4.15, -3.18],
  "charge": 1,
  "gap_ev": [6.63, 7.60],
  "multiplicity": 2,
  "s_squared": 0.810,
  "largest_force_ev_per_a": 0.953,
  "homo_ev": [-10.78, -10.78],
  "species": ["Fe", "N", "C", "C", "N", "C", "C", "N", "H", "H", "H", "H", "H", "H", "H", "H", "H", "H", "H", "H", "H", "Cl", "C", "C", "C", "Cl", "C", "O", "C", "C", "O", "C", "H", "H", "H", "C", "C", "O", "O", "H", "H", "H"],
  "positions_angstrom": [[-0.117, 0.017, -0.773], [-1.715, 1.046, -1.887], [-2.933, 0.241, -2.069], [-3.193, -0.487, -0.773], [-1.991, -1.195, -0.330], [-1.821, -2.575, -0.780], [-1.200, -2.607, -2.158], [0.013, -1.773, -2.113], [-1.903, 1.833, -1.270], [-1.394, 1.426, -2.771], [-2.766, -0.443, -2.896], [-3.808, 0.842, -2.322], [-4.051, -1.155, -0.887], [-3.443, 0.245, -0.003], [-1.950, -1.173, 0.685], [-2.761, -3.133, -0.781], [-1.139, -3.061, -0.078], [-1.871, -2.208, -2.914], [-0.996, -3.644, -2.430], [0.357, -1.567, -3.045], [0.759, -2.265, -1.625], [3.827, -0.175, 5.278], [2.642, -0.089, 4.015], [1.290, -0.140, 4.332], [0.355, -0.092, 3.319], [-1.340, -0.165, 3.702], [0.730, 0.008, 1.977], [-0.220, -0.009, 1.038], [2.075, 0.094, 1.698], [2.468, 0.247, 0.273], [1.690, -0.373, -0.637], [3.036, 0.027, 2.701], [0.967, -0.222, 5.360], [3.511, -0.049, 0.156], [4.090, 0.080, 2.457], [1.961, 3.839, -0.745], [1.648, 2.400, -0.515], [2.607, 1.725, 0.004], [0.531, 1.940, -0.814], [3.030, 4.018, -0.685], [1.454, 4.427, 0.023], [1.571, 4.146, -1.713]]
}

{
  "formula": "C13H19Cl2GaN",
  "method": "the ωB97M-V functional and the def2-TZVPD basis",
  "lumo_energy_ev": 2.73,
  "charge": -1,
  "gap_ev": 5.39,
  "de_lowest_kj_mol": 0.00,
  "largest_force_ev_per_a": 4.538,
  "homo_ev": -2.66,
  "species": ["Ga", "Cl", "Cl", "C", "H", "H", "C", "C", "H", "C", "H", "C", "H", "H", "C", "H", "H", "C", "H", "H", "H", "H", "C", "C", "C", "C", "N", "C", "C", "H", "H", "H", "H", "H", "H", "H"],
  "positions_angstrom": [[-0.656, -0.682, -0.575], [-1.929, 1.080, -0.617], [-0.507, -2.681, 0.379], [-0.745, -1.266, -2.358], [-0.739, -2.356, -2.474], [-1.525, -0.777, -2.942], [1.484, -0.323, -1.511], [0.717, -0.678, -2.664], [1.702, -1.141, -0.788], [0.579, 0.424, -3.748], [1.239, -1.532, -3.153], [1.923, 1.061, -4.075], [0.158, -0.025, -4.653], [-0.122, 1.195, -3.400], [2.599, 1.610, -2.826], [2.573, 0.310, -4.534], [1.776, 1.862, -4.807], [2.652, 0.606, -1.655], [3.617, 1.917, -3.083], [2.065, 2.517, -2.514], [3.550, -0.027, -1.803], [2.830, 1.166, -0.723], [-2.121, -0.060, 5.839], [-1.763, -0.117, 4.386], [-2.665, -0.684, 3.482], [-2.323, -0.750, 2.136], [-1.139, -0.290, 1.696], [-0.267, 0.262, 2.535], [-0.551, 0.372, 3.901], [-3.069, 0.471, 5.992], [-2.249, -1.066, 6.259], [-1.345, 0.451, 6.416], [-3.622, -1.085, 3.802], [-2.990, -1.205, 1.403], [0.680, 0.616, 2.119], [0.183, 0.829, 4.558]]
}

Please write out number 2 again, unchanged.
{
  "formula": "C13H19Cl2FeN3O4",
  "method": "the ωB97M-V functional and the def2-TZVPD basis",
  "lumo_energy_ev": [-4.15, -3.18],
  "charge": 1,
  "gap_ev": [6.63, 7.60],
  "multiplicity": 2,
  "s_squared": 0.810,
  "largest_force_ev_per_a": 0.953,
  "homo_ev": [-10.78, -10.78],
  "species": ["Fe", "N", "C", "C", "N", "C", "C", "N", "H", "H", "H", "H", "H", "H", "H", "H", "H", "H", "H", "H", "H", "Cl", "C", "C", "C", "Cl", "C", "O", "C", "C", "O", "C", "H", "H", "H", "C", "C", "O", "O", "H", "H", "H"],
  "positions_angstrom": [[-0.117, 0.017, -0.773], [-1.715, 1.046, -1.887], [-2.933, 0.241, -2.069], [-3.193, -0.487, -0.773], [-1.991, -1.195, -0.330], [-1.821, -2.575, -0.780], [-1.200, -2.607, -2.158], [0.013, -1.773, -2.113], [-1.903, 1.833, -1.270], [-1.394, 1.426, -2.771], [-2.766, -0.443, -2.896], [-3.808, 0.842, -2.322], [-4.051, -1.155, -0.887], [-3.443, 0.245, -0.003], [-1.950, -1.173, 0.685], [-2.761, -3.133, -0.781], [-1.139, -3.061, -0.078], [-1.871, -2.208, -2.914], [-0.996, -3.644, -2.430], [0.357, -1.567, -3.045], [0.759, -2.265, -1.625], [3.827, -0.175, 5.278], [2.642, -0.089, 4.015], [1.290, -0.140, 4.332], [0.355, -0.092, 3.319], [-1.340, -0.165, 3.702], [0.730, 0.008, 1.977], [-0.220, -0.009, 1.038], [2.075, 0.094, 1.698], [2.468, 0.247, 0.273], [1.690, -0.373, -0.637], [3.036, 0.027, 2.701], [0.967, -0.222, 5.360], [3.511, -0.049, 0.156], [4.090, 0.080, 2.457], [1.961, 3.839, -0.745], [1.648, 2.400, -0.515], [2.607, 1.725, 0.004], [0.531, 1.940, -0.814], [3.030, 4.018, -0.685], [1.454, 4.427, 0.023], [1.571, 4.146, -1.713]]
}